(1)
Density functional theory data (the ωB97M-V functional and the def2-TZVPD basis) for 2 unconnected molecules or ions with the total composition C4H6BrNO3 at a distorted geometry.

Geometry as XYZ:
```
15
Properties=species:S:1:pos:R:3:lowdin_spin:R:1
C 1.01834 -2.63827 -0.90629 0.00
C -0.89135 3.03519 0.81346 0.72
C 1.22622 -1.38705 -1.36449 0.00
C -0.49237 1.78056 0.98878 0.57
N -1.35622 0.64822 0.67817 0.11
O 0.34594 -3.06922 0.16529 0.00
O -2.46797 0.89622 0.30616 0.16
O -0.98779 -0.45781 0.87497 0.11
Br 1.27624 1.23601 1.41924 0.26
H 1.58559 -3.20910 -1.52580 0.00
H -1.79382 3.42965 0.31951 0.04
H -0.09924 3.89203 1.07727 0.02
H -0.12775 -2.29542 0.60458 0.00
H 0.98395 -0.40299 -1.11823 0.00
H 1.78022 -1.45802 -2.33263 0.00
```

The multiplicity is 3. The calculation puts the energy above the lowest of the compared OMol25 structures with the same formula, charge and spin at 3.1786 eV.


(2)
Density functional theory data (the ωB97M-V functional and the def2-TZVPD basis) for 2 unconnected molecules or ions with the total composition C4H6BrNOS at a distorted geometry.

Geometry as XYZ:
```
14
Properties=species:S:1:pos:R:3:nbo_charge:R:1
C -0.61387 -1.48266 -1.47840 0.04
C -1.05055 -0.14200 -1.10089 -0.37
C -0.30077 0.61763 -0.22286 0.40
C 0.85743 0.15455 0.60488 -0.70
N 0.59863 -1.80946 -1.44036 -0.53
O -0.72678 1.82281 0.19011 -0.68
S 2.13265 -1.76196 -1.45499 0.31
Br -1.59774 -2.86952 1.09917 -0.11
H -1.41156 -2.14808 -1.64538 0.21
H -2.03264 0.07530 -1.52121 0.23
H 0.70872 -0.85283 1.03298 0.25
H 0.87118 0.61953 1.55156 0.23
H 1.73839 0.30334 0.12177 0.23
H -0.05912 2.45416 0.48063 0.49
```

The multiplicity is 1. The calculation puts the energy above the lowest of the compared OMol25 structures with the same formula, charge and spin at 2.6765 eV.


(3)
Density functional theory data (the ωB97M-V functional and the def2-TZVPD basis) for a single C4H6BrNS molecule at a distorted geometry.

Geometry as XYZ:
```
13
Properties=species:S:1:pos:R:3:nbo_charge:R:1
C 1.99363 -0.03071 0.02936 0.14
C -0.07771 -0.34430 -1.21624 -0.25
C -1.09562 -0.22011 -0.09142 -0.39
C -0.54926 0.47267 1.16327 -0.64
N 1.15761 0.11433 -0.84471 -0.44
S -1.79689 -1.90278 0.10076 0.09
Br 3.64864 0.62886 0.37252 0.13
H 0.00303 -1.40473 -1.50615 0.22
H -0.36042 0.13639 -2.20494 0.23
H -1.90446 0.40510 -0.51441 0.23
H -0.27862 1.59393 1.15059 0.22
H 0.37285 0.16926 1.55657 0.23
H -1.11279 0.38209 2.00482 0.22
```

The multiplicity is 1. The calculation puts the energy above the lowest of the compared OMol25 structures with the same formula, charge and spin at 4.4768 eV.


(4)
Density functional theory data (the ωB97M-V functional and the def2-TZVPD basis) for a molecular structure, C4H6Ca2ClN2O4 at a distorted geometry.

Geometry as XYZ:
```
19
Properties=species:S:1:pos:R:3:nbo_charge:R:1
Ca 17.71396 16.01111 -2.20371 1.98
Ca 10.73424 16.14866 -1.25257 1.98
Cl 13.98613 14.48262 -3.02435 2.56
O 13.89261 13.07486 -2.86056 -0.72
O 12.82386 15.14297 -2.43755 -1.01
O 15.24715 14.98681 -2.51563 -1.02
O 14.06018 14.76813 -4.43471 -0.78
C 12.81900 12.77768 -6.97011 -0.73
C 11.96275 13.89819 -6.89349 0.31
N 11.29041 14.82771 -6.75654 -0.36
H 13.00914 12.46695 -5.94278 0.25
H 13.79807 12.93116 -7.42395 0.26
H 12.18946 12.03489 -7.46004 0.28
C 16.26479 12.25097 -6.02317 -0.74
C 16.09549 11.06020 -5.28461 0.25
N 15.93039 10.07873 -4.68221 -0.27
H 15.69982 13.06951 -5.57718 0.23
H 15.99481 12.19194 -7.07755 0.27
H 17.31545 12.53921 -6.05678 0.25
```

The multiplicity is 1. The total charge is +3. As for the total energy: -64776.9670 eV.


(5)
Density functional theory data (the ωB97M-V functional and the def2-TZVPD basis) for a molecular structure, C4H6CdMgO5 at a distorted geometry.

Geometry as XYZ:
```
17
Properties=species:S:1:pos:R:3:lowdin_spin:R:1
C -1.10061 2.52563 -1.51772 0.02
O -0.69313 1.60130 -2.19646 0.01
O -1.93060 3.34418 -1.70006 0.02
Mg -1.51267 1.47239 -4.22660 -0.02
O 0.36567 -2.66255 -0.66911 0.01
O -1.28340 0.07245 0.36964 0.22
C -0.39348 0.78406 1.08654 0.47
C 0.55558 -0.30879 1.61507 0.05
O 1.20402 -0.88449 0.48593 0.01
C 1.21862 -2.34803 0.33197 0.00
Cd -0.35155 -0.92111 -1.03576 0.02
H -0.93049 2.00935 0.47699 0.09
H 0.33244 1.62618 1.14590 0.08
H -0.01275 -1.08748 2.14981 0.01
H 1.30761 0.14873 2.27548 0.00
H 2.27052 -2.59061 0.09275 0.00
H 0.95422 -2.78123 1.31563 0.00
```

The multiplicity is 2. The total charge is +1. As for the total energy: -24475.2887 eV.


(6)
Density functional theory data (the ωB97M-V functional and the def2-TZVPD basis) for a single C4H6Cl2 molecule at a distorted geometry.

Geometry as XYZ:
```
12
Properties=species:S:1:pos:R:3:nbo_charge:R:1
Cl 2.74637 0.00882 -0.00242 -0.05
C 1.18677 0.78127 -0.29332 -0.38
C 0.02187 -0.22201 -0.48593 -0.08
Cl -0.00904 -1.17419 -1.96050 -0.01
C -0.51568 -0.89876 0.78370 -0.42
C -1.30763 0.19666 0.11012 -0.42
H 0.90676 1.38485 0.57918 0.22
H 1.31785 1.41845 -1.14763 0.23
H -0.85986 -1.91751 0.66477 0.24
H 0.03321 -0.68918 1.75124 0.23
H -2.19437 -0.10531 -0.46578 0.23
H -1.32625 1.21690 0.46657 0.22
```

As for the SMILES: ClCC1(Cl)CC1. The multiplicity is 1. The calculation puts the energy above the lowest of the compared OMol25 structures with the same formula, charge and spin at 0.4007 eV.


(7)
Density functional theory data (the ωB97M-V functional and the def2-TZVPD basis) for a molecular structure, C4H6Cl2N2O2 at a distorted geometry.

Geometry as XYZ:
```
16
Properties=species:S:1:pos:R:3:nbo_charge:R:1
C 1.40066 -1.79909 -1.64861 0.76
C 0.98100 -0.45242 0.55097 -0.28
C -1.21179 -0.19049 -0.27159 -0.11
C 0.72909 -1.79891 -0.21115 -0.02
N -1.12420 -1.58097 -0.47092 -0.41
N 0.06561 0.46100 -0.12090 -0.64
O 1.93820 -2.82951 -1.99229 -0.54
O 1.29623 -0.64969 -2.28667 -0.67
Cl 0.75337 -3.18296 0.69439 0.13
Cl -1.65849 -1.97899 -2.07900 0.09
H 0.56327 -0.80787 1.60262 0.18
H 1.91188 0.02592 0.62699 0.24
H -1.77411 0.23793 -1.01597 0.21
H -1.66713 -0.06345 0.73201 0.17
H -0.01535 1.29089 0.38889 0.38
H 0.82430 0.03877 -1.79928 0.52
```

The multiplicity is 1. The calculation puts the energy above the lowest of the compared OMol25 structures with the same formula, charge and spin at 2.1384 eV.


(8)
Density functional theory data (the ωB97M-V functional and the def2-TZVPD basis) for 2 unconnected molecules or ions with the total composition C4H6Cl2N2S at a distorted geometry.

Geometry as XYZ:
```
15
Properties=species:S:1:pos:R:3:nbo_charge:R:1
H 0.62853 1.16295 4.15763 0.37
N 0.99257 0.23117 3.89259 -0.55
C 1.17803 0.16723 2.65431 0.22
Cl 0.84002 1.52261 1.52032 -0.06
C 1.55331 -1.05435 2.06702 0.03
N 1.67669 -1.35652 0.86023 -0.53
H 1.74486 -2.37483 0.78028 0.35
H 1.69300 -1.85128 2.83148 0.18
C -1.68100 1.36520 -1.38507 -0.69
C -1.63925 0.00747 -0.70624 -0.10
S -2.07785 -0.10386 0.87059 0.06
Cl -1.09596 -1.46845 -1.59608 0.00
H -2.68634 1.61941 -1.42707 0.24
H -1.25663 1.42584 -2.31543 0.22
H -1.02814 1.97446 -0.81226 0.25
```

As for the SMILES: [H]/N=C(Cl)/C=N/[H].CC(=S)Cl. The multiplicity is 1. The calculation puts the energy above the lowest of the compared OMol25 structures with the same formula, charge and spin at 0.3166 eV.


What did the fifth record say?
Density functional theory data (the ωB97M-V functional and the def2-TZVPD basis) for a molecular structure, C4H6CdMgO5 at a distorted geometry.

Geometry as XYZ:
```
17
Properties=species:S:1:pos:R:3:lowdin_spin:R:1
C -1.10061 2.52563 -1.51772 0.02
O -0.69313 1.60130 -2.19646 0.01
O -1.93060 3.34418 -1.70006 0.02
Mg -1.51267 1.47239 -4.22660 -0.02
O 0.36567 -2.66255 -0.66911 0.01
O -1.28340 0.07245 0.36964 0.22
C -0.39348 0.78406 1.08654 0.47
C 0.55558 -0.30879 1.61507 0.05
O 1.20402 -0.88449 0.48593 0.01
C 1.21862 -2.34803 0.33197 0.00
Cd -0.35155 -0.92111 -1.03576 0.02
H -0.93049 2.00935 0.47699 0.09
H 0.33244 1.62618 1.14590 0.08
H -0.01275 -1.08748 2.14981 0.01
H 1.30761 0.14873 2.27548 0.00
H 2.27052 -2.59061 0.09275 0.00
H 0.95422 -2.78123 1.31563 0.00
```

The multiplicity is 2. The total charge is +1. As for the total energy: -24475.2887 eV.


Copy entry 4 word for word.
Density functional theory data (the ωB97M-V functional and the def2-TZVPD basis) for a molecular structure, C4H6Ca2ClN2O4 at a distorted geometry.

Geometry as XYZ:
```
19
Properties=species:S:1:pos:R:3:nbo_charge:R:1
Ca 17.71396 16.01111 -2.20371 1.98
Ca 10.73424 16.14866 -1.25257 1.98
Cl 13.98613 14.48262 -3.02435 2.56
O 13.89261 13.07486 -2.86056 -0.72
O 12.82386 15.14297 -2.43755 -1.01
O 15.24715 14.98681 -2.51563 -1.02
O 14.06018 14.76813 -4.43471 -0.78
C 12.81900 12.77768 -6.97011 -0.73
C 11.96275 13.89819 -6.89349 0.31
N 11.29041 14.82771 -6.75654 -0.36
H 13.00914 12.46695 -5.94278 0.25
H 13.79807 12.93116 -7.42395 0.26
H 12.18946 12.03489 -7.46004 0.28
C 16.26479 12.25097 -6.02317 -0.74
C 16.09549 11.06020 -5.28461 0.25
N 15.93039 10.07873 -4.68221 -0.27
H 15.69982 13.06951 -5.57718 0.23
H 15.99481 12.19194 -7.07755 0.27
H 17.31545 12.53921 -6.05678 0.25
```

The multiplicity is 1. The total charge is +3. As for the total energy: -64776.9670 eV.


Which value of multiplicity does entry 1 give? 3


Number 4 is which compound? C4H6Ca2ClN2O4